A molecular structure, C15H20BrF3FeNO7. Source: the OMol25 dataset; level of theory: the ωB97M-V functional and the def2-TZVPD basis.

```
48
Properties=species:S:1:pos:R:3:forces:R:3
Fe 0.05037 -0.61726 0.09721 0.82 1.03 0.27
C 1.56237 1.90364 -1.12596 0.08 0.15 -0.05
C 0.69843 1.52273 -2.30329 0.23 0.08 -0.13
O -0.09868 0.37228 -1.95855 -0.03 -0.79 0.52
C -1.48883 0.50020 -2.26800 -0.27 -0.03 -0.12
C -2.18336 1.32040 -1.21568 -0.11 0.11 -0.13
O -1.95891 0.64532 0.02231 0.60 -0.20 0.01
C -2.27096 1.38704 1.20136 -0.13 0.16 0.10
C -1.61228 0.66180 2.34112 -0.19 -0.01 0.12
O -0.21394 0.52704 2.09149 -0.28 -0.65 -0.36
C 0.56235 1.69507 2.40071 0.21 0.07 0.08
C 1.49055 1.98836 1.24649 0.10 0.05 0.05
O 0.80331 1.60523 0.05275 -0.02 -0.15 0.01
H 1.80335 2.96766 -1.16299 -0.10 0.03 0.06
H 2.48864 1.33895 -1.11992 0.06 0.04 0.05
H 1.34190 1.27052 -3.14552 -0.14 -0.07 -0.09
H 0.04101 2.34043 -2.59613 -0.09 -0.05 0.05
H -1.88591 -0.51502 -2.26896 -0.02 0.01 -0.11
H -1.63421 0.93715 -3.25563 0.09 -0.04 -0.04
H -3.25176 1.37075 -1.43977 -0.04 0.01 0.09
H -1.79202 2.33968 -1.16101 0.04 -0.02 0.05
H -3.35112 1.41601 1.36649 -0.04 0.03 -0.12
H -1.90644 2.41293 1.10282 0.03 -0.02 -0.04
H -1.99667 -0.35610 2.41884 -0.03 0.02 0.10
H -1.79710 1.18282 3.28058 0.06 -0.07 0.06
H 1.15429 1.50149 3.29469 -0.13 -0.03 0.09
H -0.10477 2.53577 2.58832 -0.07 -0.04 -0.03
H 2.42798 1.44151 1.32861 0.01 -0.01 -0.04
H 1.72662 3.05365 1.22025 -0.01 0.02 -0.06
O -4.07252 -5.49118 -0.02827 0.03 -0.08 0.01
C -3.34382 -4.39370 0.00343 -0.04 0.08 -0.01
C -3.86514 -3.10018 0.14376 -0.04 0.02 -0.01
C -3.00549 -2.03203 0.15509 -0.10 0.01 0.05
N -1.67127 -2.16216 0.02018 0.84 0.68 0.09
C -1.20432 -3.40744 -0.12622 0.06 -0.02 0.02
Br 0.65224 -3.44663 -0.38698 0.02 -0.10 -0.18
C -1.95697 -4.54369 -0.12552 -0.05 -0.16 0.01
H -5.02430 -5.33314 0.04914 0.05 0.06 0.02
H -4.93051 -2.93732 0.23779 0.01 0.02 0.02
H -3.37422 -1.02376 0.26653 -0.02 -0.08 -0.01
H -1.52219 -5.52789 -0.22436 0.02 0.02 -0.06
F 4.30871 -1.69285 1.98820 -0.03 -0.05 0.02
C 4.04258 -0.99846 0.90160 0.00 0.02 -0.03
F 4.74026 -1.45656 -0.12199 -0.02 -0.06 -0.01
F 4.37779 0.28952 1.10952 0.04 -0.03 0.01
C 2.52996 -1.00405 0.58203 0.53 0.09 0.07
O 1.69268 -1.17698 1.48656 -1.05 0.11 0.02
O 2.15781 -0.72796 -0.57891 -0.90 -0.15 -0.41
```
Forces are in eV/Å.

Calculated values
Net charge = +2
2S+1 = 6
Highest occupied orbital energy (spin up / spin down) = -16.3 / -16.2 eV
Lowest unoccupied orbital energy (spin up / spin down) = -5.72 / -9.31 eV
Orbital gap (spin up / spin down) = 0.3875 / 0.2550 hartree

=====

A molecular structure, C15H20CaNO7Se2. Source: the OMol25 dataset; level of theory: the ωB97M-V functional and the def2-TZVPD basis.

```
46
Properties=species:S:1:pos:R:3:forces:R:3
Ca 0.20531 -0.25182 -1.00250 -0.07 0.19 -0.06
O 2.53137 -0.63572 -1.06760 -0.11 0.06 -0.16
C 3.31418 -0.60582 -0.13319 0.17 -0.02 0.09
C 3.01779 -0.69167 1.27747 0.36 -0.01 0.26
C 4.13834 -0.67820 2.11879 -0.39 -0.02 0.15
C 3.98726 -0.78608 3.48186 0.43 0.06 0.00
C 2.71781 -0.90714 4.06879 -0.21 0.00 -0.17
C 1.61507 -0.92362 3.27123 0.02 -0.01 0.00
C 1.69368 -0.81612 1.83751 -0.02 0.01 0.19
O 0.63425 -0.83298 1.15435 -0.01 -0.06 -0.21
N 5.16508 -0.77877 4.33207 -0.13 -0.13 -0.22
O 6.26067 -0.68986 3.80066 0.07 0.05 0.04
O 5.00493 -0.88261 5.53728 0.01 0.04 0.08
H 4.39552 -0.51768 -0.35991 -0.08 -0.03 0.03
H 5.12836 -0.58448 1.69631 0.06 0.00 0.01
H 2.63514 -0.98094 5.14288 0.02 0.00 0.02
H 0.62198 -1.00551 3.69279 0.00 0.00 -0.01
O -3.43158 4.12818 -3.18630 -0.06 0.11 -0.11
C -3.38752 3.82070 -1.79215 0.05 0.03 0.11
C -2.47542 2.61080 -1.54338 -0.09 -0.02 0.11
C -2.51089 2.36798 -0.02753 -0.05 -0.09 -0.10
O -2.01985 3.45715 0.72817 0.16 0.10 0.06
C -3.12536 1.42754 -2.28344 -0.06 0.05 -0.07
Se -2.43493 -0.40924 -2.06344 0.10 0.06 0.02
C -1.06922 2.96947 -2.09599 -0.09 0.04 -0.08
Se 0.56758 2.56607 -1.04663 -0.08 -0.06 0.03
H -3.83954 4.99366 -3.27714 0.05 -0.06 -0.04
H -4.40304 3.59486 -1.43684 0.06 -0.01 0.05
H -2.99602 4.67385 -1.22682 -0.04 -0.08 0.00
H -1.96586 1.44960 0.21240 -0.02 0.04 -0.05
H -3.54822 2.21223 0.28812 0.00 -0.02 -0.06
H -1.05332 3.44730 0.59197 -0.04 0.00 -0.02
H -3.10416 1.64057 -3.35148 -0.02 0.00 0.05
H -4.17676 1.38039 -1.98692 0.04 -0.02 0.00
H -1.02335 4.04757 -2.24989 0.00 -0.06 -0.01
H -0.96188 2.51567 -3.08082 0.05 0.00 0.05
C 0.10748 -4.96708 -1.56774 0.04 0.10 -0.03
C -0.27376 -3.56629 -1.16924 -0.22 -0.19 0.06
C -1.51125 -3.36440 -0.35814 -0.09 -0.10 0.17
O 0.41373 -2.62254 -1.49847 0.21 0.07 -0.21
H -0.76790 -5.57322 -1.79556 -0.04 0.04 -0.04
H 0.60633 -5.43220 -0.71445 0.03 -0.01 0.04
H 0.79472 -4.93669 -2.40923 0.02 -0.04 0.01
H -1.88948 -4.29791 0.05449 -0.01 -0.02 0.02
H -2.27545 -2.91666 -1.00375 0.03 -0.01 0.04
H -1.31183 -2.64832 0.44140 -0.03 -0.01 -0.03
```
Forces are in eV/Å.

Calculated values
Energy relative to the best compared isomer or geometry (same formula, charge and spin) = 0.0 kcal/mol
Net charge = -1
Highest occupied orbital energy = -4.3 eV
Lowest unoccupied orbital energy = 2.13 eV
Orbital gap = 0.2375 hartree

=====

A single C15H20Cl2N4O2 molecule. Source: the OMol25 dataset; level of theory: the ωB97M-V functional and the def2-TZVPD basis.

```
43
Properties=species:S:1:pos:R:3:forces:R:3
C 1.48024 3.08234 -0.40762 0.43 -0.37 0.01
N 1.47162 1.62666 -0.03902 -0.83 1.97 -0.86
C 2.43798 0.89095 0.62806 -0.95 -2.14 -1.64
C 3.75054 1.36257 1.19575 -0.13 0.45 -0.38
C 4.89149 0.26137 1.17376 0.01 -0.72 0.92
N 3.37615 1.82613 2.59207 1.54 -1.74 -0.50
C 4.22079 2.56774 0.30986 1.44 3.29 2.30
O 4.04325 3.73604 0.70502 0.08 -2.72 -0.97
O 5.07776 2.38630 -0.73963 -0.83 0.22 0.77
N 2.10230 -0.39186 0.66357 0.02 1.23 -0.11
C 0.87649 -0.43976 0.01310 0.28 -4.72 0.60
C 0.15961 -1.62613 -0.31293 0.18 -0.52 1.18
C -1.02805 -1.52890 -1.01031 0.53 0.33 -1.44
N -1.62776 -2.69575 -1.57569 -1.38 -2.17 0.25
C -3.12330 -2.98376 -1.30504 0.51 1.38 0.89
C -3.31860 -2.85157 0.26258 1.93 -0.36 -0.38
Cl -4.67526 -3.85395 1.00240 1.00 0.84 -0.74
C -0.94945 -3.41266 -2.73353 -1.99 2.12 1.47
C -1.08956 -4.86672 -2.80139 -0.30 -0.99 -0.98
Cl -2.75904 -5.33015 -3.56181 1.57 -0.07 0.80
C -1.47434 -0.23863 -1.41792 0.63 -1.47 1.23
C -0.79266 0.89487 -0.98058 -2.82 -0.32 -2.79
C 0.40868 0.73921 -0.40409 3.05 2.65 1.40
H 0.50869 3.51943 -0.51535 -1.07 -0.69 -0.61
H 1.74990 3.60676 0.47362 0.99 0.54 0.59
H 2.09966 3.43737 -1.29088 -0.53 -1.02 1.09
H 5.94609 0.67407 1.16491 -1.45 -0.16 0.36
H 4.81999 -0.38197 0.29872 -0.24 0.43 -0.38
H 4.77722 -0.53164 1.99231 0.05 1.59 -0.70
H 2.72793 2.58418 2.58250 -0.43 0.49 -0.22
H 2.94540 0.99362 3.04620 0.35 0.99 -0.46
H 5.40355 3.31286 -0.88805 -0.38 -0.97 -0.08
H 0.47482 -2.62958 0.05258 0.03 0.94 -0.41
H -3.50424 -3.95254 -1.64796 0.87 0.16 0.17
H -3.78711 -2.24789 -1.80185 0.38 -0.12 0.08
H -3.39816 -1.78746 0.57387 -0.37 -0.86 -0.13
H -2.29590 -3.21026 0.63738 -1.79 0.20 0.05
H 0.07215 -3.13243 -2.73772 1.06 0.30 0.16
H -1.42261 -3.03778 -3.59920 -0.14 0.72 -1.47
H -0.33064 -5.28088 -3.47530 -0.46 0.08 -0.09
H -0.87854 -5.26948 -1.83847 -0.72 -0.90 0.79
H -2.30818 -0.32584 -2.09660 -0.32 0.98 0.05
H -1.21570 1.77845 -1.39518 0.24 1.11 0.15
```
Forces are in eV/Å.

Calculated values
Energy relative to the best compared isomer or geometry (same formula, charge and spin) = 58.9 kcal/mol
Net charge = 0
SMILES = Cn1c([C@](C)(N)C(=O)O)nc2cc(N(CCCl)CCCl)ccc21
Highest occupied orbital energy = -8.2 eV
Lowest unoccupied orbital energy = 0.48 eV
Orbital gap = 0.3189 hartree

=====

no.,M (g mol⁻¹),largest force on an atom (eV Å⁻¹)
1,519.07,1.3
2,524.32,0.4
3,359.26,4.8